# 1
# C20H20IrN7O2S2

A molecular structure, C20H20IrN7O2S2 at a distorted geometry (wB97M-V/def2-TZVPD, the OMol25 dataset).

The geometry in ORCA input format:
```
! wB97M-V def2-TZVPD RIJCOSX def2/J DEFGRID3
* xyz 2 1
Ir 0.311 0.189 -0.372
C -0.710 -3.300 1.912
C -0.581 -2.199 0.920
N -0.265 -0.973 1.172
N 0.122 -0.603 2.443
C 0.540 0.667 2.637
N 0.988 0.996 3.837
S 0.427 1.818 1.395
C -0.805 -2.466 -0.510
C -1.139 -3.710 -1.009
C -1.381 -3.846 -2.365
C -1.323 -2.722 -3.173
C -0.963 -1.512 -2.614
N -0.677 -1.381 -1.312
H -0.598 -2.996 2.948
H 0.048 -4.055 1.693
H -1.696 -3.759 1.820
H 0.264 -1.324 3.133
H 1.035 0.347 4.607
H 1.292 1.943 3.999
H -1.220 -4.560 -0.347
H -1.632 -4.812 -2.781
H -1.546 -2.776 -4.229
H -0.911 -0.617 -3.215
N -1.542 2.805 -3.022
C -2.536 2.990 -2.065
C -3.685 3.773 -2.072
C -4.470 3.709 -0.942
C -4.127 2.895 0.154
C -2.985 2.125 0.155
C -2.182 2.187 -0.982
N -0.990 1.534 -1.300
C -0.651 1.940 -2.516
C 0.581 1.406 -3.072
C 1.198 1.489 -4.276
S 2.590 0.502 -4.270
C 2.288 0.028 -2.676
N 1.219 0.584 -2.162
H -1.483 3.267 -3.915
H -3.951 4.398 -2.914
H -5.376 4.299 -0.894
H -4.779 2.879 1.016
H -2.717 1.503 0.997
H 0.907 2.047 -5.152
H 2.927 -0.646 -2.129
C 3.937 -1.746 1.045
C 2.551 -1.653 0.467
O 1.867 -2.631 0.205
O 2.147 -0.413 0.270
H 4.386 -2.696 0.769
H 3.867 -1.707 2.134
H 4.559 -0.914 0.726
*
```

## Properties
HOMO-LUMO gap, eV: 7.74
Calculated total energy, Eh: -2208.220602
Highest occupied orbital energy, hartree: -0.5186

Mulliken atomic charge list, values in e, 4 entries: number 1, Ir, carries 1.28; number 2, C, carries -1.98; number 3, C, carries 0.65; number 4, N, carries 0.15

***

# 2
# C20H20MnN5O

A molecular structure, C20H20MnN5O at a distorted geometry (wB97M-V/def2-TZVPD, the OMol25 dataset).

The geometry in ORCA input format:
```
! wB97M-V def2-TZVPD RIJCOSX def2/J DEFGRID3
* xyz 2 5
Mn 0.934 0.465 -0.288
C -0.633 -2.149 0.862
C -0.963 -1.344 2.125
C 0.138 -0.479 2.679
C 0.304 -0.419 4.063
C 1.235 0.444 4.610
C 1.990 1.235 3.753
C 1.787 1.111 2.394
N 0.882 0.276 1.859
N -0.628 -1.366 -0.384
C -1.935 -0.731 -0.643
C -1.967 0.691 -0.138
C -3.121 1.323 0.309
C -3.054 2.646 0.722
C -1.837 3.317 0.650
C -0.732 2.625 0.191
N -0.792 1.338 -0.178
C -0.191 -2.175 -1.535
C 0.338 -1.305 -2.654
C 0.461 -1.791 -3.951
C 1.008 -0.977 -4.930
C 1.401 0.310 -4.587
C 1.241 0.725 -3.279
N 0.732 -0.065 -2.326
H 0.360 -2.597 0.974
H -1.374 -2.957 0.787
H -1.829 -0.697 1.954
H -1.253 -2.056 2.900
H -0.302 -1.042 4.702
H 1.373 0.506 5.678
H 2.724 1.927 4.132
H 2.370 1.713 1.699
H -2.101 -0.687 -1.724
H -2.757 -1.313 -0.212
H -4.056 0.785 0.339
H -3.933 3.150 1.092
H -1.746 4.345 0.960
H 0.242 3.114 0.104
H 0.625 -2.837 -1.217
H -1.003 -2.815 -1.909
H 0.134 -2.792 -4.190
H 1.135 -1.338 -5.938
H 1.828 0.976 -5.317
H 1.535 1.724 -2.974
O 4.966 -0.430 -0.437
C 3.825 -0.277 -0.387
N 2.637 -0.106 -0.340
*
```

## Properties
<S²>: 6.048
HOMO-LUMO gap (alpha / beta), eV: 7.91 / 8.59
Calculated total energy, Eh: -2273.693110
Highest occupied orbital energy (alpha / beta), hartree: -0.5817 / -0.5867

Mulliken atomic charge list, values in e, 4 entries: number 1, Mn, carries 0.52; number 2, C, carries -1.18; number 3, C, carries -0.62; number 4, C, carries 0.70

***

# 3
# C20H20N2O6S

C20H20N2O6S in the gas phase at a distorted geometry (wB97M-V/def2-TZVPD, the OMol25 dataset).

The geometry in ORCA input format:
```
! wB97M-V def2-TZVPD RIJCOSX def2/J DEFGRID3
* xyz 0 1
C 3.695 4.649 -1.697
O 3.338 5.589 -0.709
C 2.981 5.133 0.517
C 2.633 6.107 1.458
C 2.259 5.743 2.735
C 2.212 4.410 3.106
C 2.556 3.430 2.179
C 2.551 1.983 2.482
O 3.114 1.170 1.790
C 1.787 1.572 3.733
S 1.504 -0.224 3.739
C 0.531 -0.267 2.321
N 0.070 0.750 1.657
N -0.650 0.241 0.640
C -0.601 -1.054 0.729
C -1.232 -2.016 -0.134
C -2.016 -1.563 -1.189
C -2.648 -2.460 -2.039
O -3.426 -2.054 -3.093
C -3.602 -0.674 -3.305
C -2.494 -3.841 -1.825
O -3.030 -4.859 -2.545
C -3.933 -4.629 -3.602
C -1.688 -4.286 -0.751
O -1.600 -5.637 -0.633
C -0.812 -6.166 0.405
C -1.064 -3.381 0.087
O 0.148 -1.446 1.800
C 2.946 3.797 0.890
H 4.573 4.069 -1.399
H 3.931 5.233 -2.585
H 2.867 3.968 -1.919
H 2.667 7.143 1.158
H 1.999 6.508 3.451
H 1.928 4.147 4.112
H 0.821 2.071 3.782
H 2.375 1.789 4.626
H -2.110 -0.500 -1.317
H -2.653 -0.174 -3.517
H -4.253 -0.599 -4.175
H -4.084 -0.192 -2.448
H -4.220 -5.624 -3.944
H -4.821 -4.089 -3.267
H -3.467 -4.082 -4.424
H -0.883 -7.248 0.303
H 0.236 -5.862 0.312
H -1.190 -5.871 1.390
H -0.450 -3.707 0.910
H 3.205 3.004 0.206
*
```

## Properties
HOMO-LUMO gap, eV: 7.91
Calculated total energy, Eh: -1733.188565
Highest occupied orbital energy, hartree: -0.2811
SMILES: COc1cccc(C(=O)CSc2nnc(-c3cc(OC)c(OC)c(OC)c3)o2)c1

Mulliken atomic charge list, values in e, 4 entries: number 1, C, carries -0.81; number 2, O, carries -0.43; number 3, C, carries 0.71; number 4, C, carries -0.55

***

We obtain molecular weight values of 646.78 401.35 416.45 g mol⁻¹ for the records listed above, in that order.
We obtain energy relative to the best compared isomer or geometry (same formula, charge and spin) values of 16.9 16.4 89.3 kcal per mole for the records listed above, in that order.